The following is a quantum chemistry calculation of C51H44FN3O9RhS3Te as an isolated structure in a non-equilibrium geometry, from the Open Molecules 2025 dataset.

Structure (XYZ):
```
113
Properties=species:S:1:pos:R:3
Rh -0.37945 0.93051 -0.23920
C -4.24561 -5.93512 -0.54391
C -2.74079 -5.99326 -0.77553
C -2.07132 -7.21171 -0.15484
C -2.12661 -7.14189 1.36520
C -1.52829 -5.84581 1.84528
C -0.94901 -5.74294 3.08997
C -0.39778 -4.53706 3.50636
F 0.15550 -4.48375 4.73682
C -0.40212 -3.42629 2.71615
C -0.98750 -3.50344 1.44781
C -1.00739 -2.28713 0.60949
O -0.46317 -1.25880 1.04294
C -1.63981 -2.43875 -0.66685
C -2.12426 -3.66301 -1.02340
N -2.09883 -4.76720 -0.26135
C -1.54298 -4.71005 1.00986
C -1.86836 -1.34322 -1.69028
O -2.25410 -1.67075 -2.80160
O -1.72780 -0.12696 -1.29950
H -4.72394 -6.82806 -0.94993
H -4.67384 -5.06219 -1.03745
H -4.48148 -5.86519 0.51896
H -2.54599 -6.00102 -1.84836
H -1.02935 -7.24563 -0.48210
H -2.56110 -8.11253 -0.52589
H -1.59475 -7.98214 1.81202
H -3.16374 -7.21651 1.70389
H -0.91057 -6.59847 3.75353
H 0.02848 -2.48886 3.03925
H -2.57673 -3.75792 -2.00362
C 0.75005 2.88127 6.40615
C 0.81094 2.61326 4.92325
C 2.02012 2.54495 4.24439
C 2.09933 2.27741 2.88072
C 3.41626 2.03032 2.21893
O 3.59551 1.05538 1.51805
C 4.53970 2.99859 2.44894
C 4.31746 4.30174 2.88618
C 5.38289 5.17850 3.03611
C 6.67435 4.75574 2.75772
C 6.90169 3.45703 2.31672
C 5.83813 2.58561 2.15727
C 0.92509 2.12063 2.11418
O 1.02225 1.95796 0.81821
C -0.31523 2.16018 2.82267
C -0.34738 2.38986 4.18780
C -1.46795 1.78400 1.98269
N -1.63810 2.35417 0.82724
C -1.25269 3.76999 0.66286
C -0.56325 4.08750 -0.66357
Te -1.12759 2.54703 -2.00227
C 0.38477 2.78291 -3.42210
C 0.27993 1.90021 -4.50002
C 1.15628 2.01375 -5.56731
C 2.12371 3.01219 -5.56260
C 2.20990 3.89994 -4.49913
C 1.33974 3.79225 -3.42223
C -2.30528 0.62108 2.31186
C -1.97867 -0.25170 3.35329
C -2.79452 -1.33463 3.62836
C -3.92713 -1.56509 2.85419
C -4.25899 -0.69743 1.82086
C -3.46403 0.40479 1.55945
H 1.74073 3.10551 6.80169
H 0.36218 2.01909 6.95333
H 0.10149 3.72977 6.63250
H 2.94239 2.67486 4.80240
H 3.30813 4.63459 3.09048
H 5.20305 6.19377 3.36585
H 7.50521 5.43983 2.87661
H 7.90854 3.12976 2.09117
H 5.98832 1.57561 1.79888
H -1.31111 2.39797 4.68854
H -0.63029 4.11379 1.49142
H -2.20008 4.30851 0.70317
H 0.51956 4.02474 -0.57622
H -0.86720 5.05990 -1.04598
H -0.47126 1.11527 -4.49682
H 1.12484 1.30842 -6.38896
H 2.83176 3.04769 -6.37864
H 2.96909 4.67287 -4.49985
H 1.41649 4.48238 -2.59053
H -1.06895 -0.09805 3.91865
H -2.53811 -2.01443 4.43178
H -4.55803 -2.42060 3.06643
H -5.14471 -0.85180 1.21772
H -3.74351 1.10105 0.77596
N 1.26463 -0.17094 -0.82321
C 1.83225 -0.24806 -2.15160
C 1.37518 -1.19722 -3.04884
C 1.94089 -1.26433 -4.31541
C 2.96975 -0.40423 -4.66494
C 3.43668 0.52994 -3.74774
C 2.85692 0.62284 -2.49341
S 3.65586 -0.45383 -6.33162
O 2.53637 -0.90852 -7.14344
O 4.05030 0.92644 -6.58896
O 4.76545 -1.38544 -6.23943
H 1.96250 0.22289 -0.18592
H 1.02724 -1.09086 -0.46474
H 0.56545 -1.86384 -2.77167
H 1.57347 -1.96566 -5.05316
H 4.22687 1.20688 -4.04496
H 3.20043 1.35824 -1.77236
C -4.39660 0.82575 -3.92485
O -4.11092 2.00872 -3.17226
C -4.64990 2.16119 -1.94575
S -5.70065 1.01918 -1.30880
S -4.12826 3.57264 -1.15739
H -3.92469 0.98879 -4.89244
H -5.47079 0.69310 -4.03514
H -3.96154 -0.04839 -3.44411
```

HOMO (alpha / beta) ... -4.7 / -4.7 eV
Max |F| ... 1.4 eV Å⁻¹
Total charge ... -1
E ... -122027.07586 eV
ΔE to the lowest compared entry with this formula, charge and spin ... 0.0 kJ/mol
Kohn-Sham gap (alpha / beta) ... 5.114 / 5.113 eV